Record 1
This record from the Open Molecules 2025 dataset describes an isolated molecule of C5H8N2 at a distorted geometry. The level of theory is ωB97M-V/def2-TZVPD.

HOMO-LUMO gap = 10.4989 eV
HOMO = -9.57 eV
Calculated total energy = -8293.64470 eV
Energy relative to the best compared isomer or geometry (same formula, charge and spin) = 1.3516 eV
LUMO energy = 0.926 eV

The geometry in ORCA input format:
```
! RIJCOSX wB97M-V def2-TZVPD def2/J DEFGRID3
* xyz 0 1
C 1.3762 -0.4269 -0.7433
C 0.6153 0.3046 0.3499
C -0.3292 1.4284 -0.1325
N -1.5032 0.7329 0.4394
C -0.6639 -0.3851 0.9157
C -0.9806 -1.7050 0.3605
N -1.2362 -2.7400 -0.0904
H 0.7144 -0.7115 -1.5697
H 2.1636 0.2161 -1.1506
H 1.8484 -1.3394 -0.3656
H 1.2924 0.6078 1.1534
H -0.3495 1.5488 -1.2232
H -0.1665 2.4092 0.3280
H -2.1936 0.4551 -0.2495
H -0.6874 -0.4679 2.0083
*
```



Record 2
This record from the Open Molecules 2025 dataset describes a cluster of 2 separate species, C5H8N2 in total. The level of theory is ωB97M-V/def2-TZVPD.

HOMO-LUMO gap = 8.3219 eV
HOMO = -7.59 eV
Calculated total energy = -8290.33439 eV
Energy relative to the best compared isomer or geometry (same formula, charge and spin) = 4.6619 eV
LUMO energy = 0.734 eV

The geometry in ORCA input format:
```
! RIJCOSX wB97M-V def2-TZVPD def2/J DEFGRID3
* xyz 0 1
C -1.7130 -0.9921 0.2017
C -0.8459 0.2032 0.2065
C -0.6018 1.6256 0.4921
N 0.3800 0.5473 0.3469
C 1.6923 0.3095 0.3780
C 2.1278 -1.0246 0.2358
N 2.4539 -2.1346 0.1099
H -2.0489 -1.2430 1.2165
H -1.1648 -1.8487 -0.1996
H -2.6007 -0.8208 -0.4134
H 0.2739 -0.0678 -2.2885
H -0.6187 2.3697 -0.3083
H -0.7099 2.0328 1.5021
H 1.0095 -0.0922 -2.1639
H 2.3652 1.1477 0.4681
*
```



Record 3
This record from the Open Molecules 2025 dataset describes an isolated molecule of C5H8N2 at a distorted geometry. The level of theory is ωB97M-V/def2-TZVPD.

HOMO-LUMO gap = 10.2761 eV
HOMO = -9.47 eV
Calculated total energy = -8291.43233 eV
Energy relative to the best compared isomer or geometry (same formula, charge and spin) = 3.5640 eV
LUMO energy = 0.806 eV

The geometry in ORCA input format:
```
! RIJCOSX wB97M-V def2-TZVPD def2/J DEFGRID3
* xyz 0 1
C -1.5769 -1.6396 0.7868
C -1.3075 -0.4344 1.3433
C -1.6786 -1.3168 -0.6074
C -1.2360 0.5500 0.2311
C 0.3692 1.1071 -0.2308
N -1.3786 -0.2050 -0.9753
N 1.6171 0.4779 0.0681
H -1.6273 -2.6124 1.3414
H -1.1309 -0.1618 2.3893
H -1.6336 -2.0733 -1.3187
H 0.1732 0.8681 -1.2023
H -1.9897 1.2712 0.5456
H 0.2620 2.1417 0.0128
H 2.2125 1.3614 0.0194
H 1.7377 0.3443 1.0706
*
```



Record 4
This record from the Open Molecules 2025 dataset describes a structure of composition C5H8N2 at a distorted geometry. The level of theory is ωB97M-V/def2-TZVPD.

HOMO-LUMO gap = 9.2802 eV
HOMO = -8.69 eV
Calculated total energy = -8290.10647 eV
Energy relative to the best compared isomer or geometry (same formula, charge and spin) = 4.8899 eV
LUMO energy = 0.594 eV

The geometry in ORCA input format:
```
! RIJCOSX wB97M-V def2-TZVPD def2/J DEFGRID3
* xyz 0 1
C -0.4343 0.3390 -1.5416
C -0.7907 0.0950 -0.0870
C -0.3362 -1.7177 0.8000
N 0.8758 -1.0102 1.0807
C 0.3598 0.3441 0.9322
C 1.3580 1.3479 0.5123
N 2.1285 2.1284 0.1447
H 0.4670 -0.2192 -1.8210
H -1.2468 0.0361 -2.2086
H -0.2281 1.4029 -1.7066
H -1.7537 0.5226 0.2005
H -0.8861 -1.2100 -0.2044
H -1.0451 -1.5119 1.6161
H 1.5916 -1.2203 0.3914
H -0.0597 0.6734 1.8911
*
```



Record 5
This record from the Open Molecules 2025 dataset describes an isolated molecule of C5H8N2 at a distorted geometry. The level of theory is ωB97M-V/def2-TZVPD.

HOMO-LUMO gap = 10.5399 eV
HOMO = -9.53 eV
Calculated total energy = -8292.08256 eV
Energy relative to the best compared isomer or geometry (same formula, charge and spin) = 2.9138 eV
LUMO energy = 1.006 eV

The geometry in ORCA input format:
```
! RIJCOSX wB97M-V def2-TZVPD def2/J DEFGRID3
* xyz 0 1
C -1.3501 1.6039 0.0083
C -0.9917 -1.2568 -0.0967
N -0.0218 1.0292 0.0914
C 0.1151 -0.2507 0.0224
C 2.5736 0.1495 -0.0304
C 1.5004 -0.7529 0.1713
N 2.4788 -0.6744 -0.9598
H 2.9756 1.0200 0.4885
H 1.6124 -1.6966 0.6902
H -1.9585 1.3109 0.8685
H -1.2560 2.6944 0.0287
H -1.8566 1.3368 -0.9236
H -1.5926 -1.0525 -0.9862
H -1.6299 -1.1863 0.7896
H -0.5988 -2.2745 -0.1622
*
```



Record 6
This record from the Open Molecules 2025 dataset describes an isolated molecule of C5H8N2O at a distorted geometry. The level of theory is ωB97M-V/def2-TZVPD.

HOMO-LUMO gap (alpha / beta) = 8.0090 / 8.1193 eV
HOMO (alpha / beta) = -7.63 / -8.02 eV
Calculated total energy = -10335.14262 eV
Energy relative to the best compared isomer or geometry (same formula, charge and spin) = 7.5835 eV
LUMO energy (alpha / beta) = 0.375 / 0.096 eV

The geometry in ORCA input format:
```
! RIJCOSX wB97M-V def2-TZVPD def2/J DEFGRID3
* xyz 0 1
C -1.0775 1.1448 -0.0032
C -2.4377 0.7480 0.2848
C 2.0727 0.1443 0.6433
C 1.8372 -1.1000 -0.1835
C 1.0462 0.2378 -0.4140
N -1.8262 -1.3354 -0.1193
N -0.2001 0.2059 0.0635
O -2.7855 -0.4491 -0.0691
H -0.8742 2.0767 -0.4951
H -3.2189 1.5857 0.4285
H 1.7209 0.3268 1.6016
H 2.9002 0.9251 0.4653
H 2.5509 -1.3988 -0.9645
H 1.2213 -1.7099 0.3861
H 1.3866 0.8509 -1.1953
H -2.3159 -2.2527 -0.4292
*
```



Record 7
This record from the Open Molecules 2025 dataset describes an isolated molecule of C5H8N2O at a distorted geometry. The level of theory is ωB97M-V/def2-TZVPD.

HOMO-LUMO gap = 8.1978 eV
HOMO = -7.41 eV
Calculated total energy = -10340.38957 eV
Energy relative to the best compared isomer or geometry (same formula, charge and spin) = 2.3365 eV
LUMO energy = 0.790 eV

The geometry in ORCA input format:
```
! RIJCOSX wB97M-V def2-TZVPD def2/J DEFGRID3
* xyz 0 1
C -2.3029 0.1186 0.0424
C 0.2164 -1.7656 -0.1102
C 1.1792 0.6704 0.0242
C 0.1633 -0.2842 -0.0882
N 2.5746 0.5739 0.0495
N -0.9301 0.5118 -0.1213
C 0.2835 1.7798 0.1020
O 0.1008 2.9273 0.2775
H 3.0326 0.6788 -0.8471
H 3.0258 1.1679 0.7315
H -2.9510 0.9554 -0.2162
H -2.5206 -0.1676 1.0791
H -2.5465 -0.7338 -0.6036
H 1.2491 -2.0997 -0.1978
H -0.2021 -2.1678 0.8163
H -0.3721 -2.1652 -0.9382
*
```



Record 8
This record from the Open Molecules 2025 dataset describes an isolated molecule of C5H8N2O at a distorted geometry. The level of theory is ωB97M-V/def2-TZVPD.

HOMO-LUMO gap = 9.4515 eV
HOMO = -8.85 eV
Calculated total energy = -10337.81883 eV
Energy relative to the best compared isomer or geometry (same formula, charge and spin) = 4.9073 eV
LUMO energy = 0.606 eV

The geometry in ORCA input format:
```
! RIJCOSX wB97M-V def2-TZVPD def2/J DEFGRID3
* xyz 0 1
C -1.5036 -0.4939 0.0631
C -1.2510 0.8971 0.1895
C 1.3268 0.6988 0.0675
C 0.9898 -0.7585 -0.5631
C -0.2241 -1.2184 0.2631
H -1.5001 1.2129 1.2743
H -1.9408 1.5060 -0.4932
H 0.1837 1.6648 -1.1294
H 2.1425 1.2662 -0.4752
H 1.6907 0.6413 1.1144
H 0.7246 -0.6216 -1.6592
H 1.2873 -2.4405 0.6314
H -0.0809 -0.9447 1.3635
N 0.0979 1.4892 -0.1804
N 0.7116 -2.0968 -0.1012
O -2.6544 -0.8020 -0.3651
*
```



Record 9
This record from the Open Molecules 2025 dataset describes a cluster of 2 separate species, C5H8N2O in total at a distorted geometry. The level of theory is ωB97M-V/def2-TZVPD.

HOMO-LUMO gap = 9.5963 eV
HOMO = -9.07 eV
Calculated total energy = -10333.71367 eV
Energy relative to the best compared isomer or geometry (same formula, charge and spin) = 9.0124 eV
LUMO energy = 0.527 eV

The geometry in ORCA input format:
```
! RIJCOSX wB97M-V def2-TZVPD def2/J DEFGRID3
* xyz 0 1
C 0.1314 -1.3959 -1.6330
C -0.1591 -0.0113 -1.2433
C 0.7172 0.4693 -0.0644
C -0.2952 0.1689 2.2184
C -0.7845 0.4019 0.0738
H -0.7051 -2.0112 -2.2114
H 0.7896 -1.0817 -2.4946
H 0.6175 -2.2328 -0.9276
H -0.2893 0.6220 -2.2928
H 1.0689 -0.4568 0.4066
H 0.0436 2.3717 0.5437
H -0.3791 -0.3510 3.3471
H -1.4363 1.3417 0.2606
N 1.2044 1.5344 0.6669
N 0.6953 1.0160 2.0574
O -1.2193 -0.3854 1.2926
*
```



Which value of calculated total energy does entry 2 give?
-8290.33439 eV



What did the fourth record say?
This record from the Open Molecules 2025 dataset describes a structure of composition C5H8N2 at a distorted geometry. The level of theory is ωB97M-V/def2-TZVPD.

HOMO-LUMO gap = 9.2802 eV
HOMO = -8.69 eV
Calculated total energy = -8290.10647 eV
Energy relative to the best compared isomer or geometry (same formula, charge and spin) = 4.8899 eV
LUMO energy = 0.594 eV

The geometry in ORCA input format:
```
! RIJCOSX wB97M-V def2-TZVPD def2/J DEFGRID3
* xyz 0 1
C -0.4343 0.3390 -1.5416
C -0.7907 0.0950 -0.0870
C -0.3362 -1.7177 0.8000
N 0.8758 -1.0102 1.0807
C 0.3598 0.3441 0.9322
C 1.3580 1.3479 0.5123
N 2.1285 2.1284 0.1447
H 0.4670 -0.2192 -1.8210
H -1.2468 0.0361 -2.2086
H -0.2281 1.4029 -1.7066
H -1.7537 0.5226 0.2005
H -0.8861 -1.2100 -0.2044
H -1.0451 -1.5119 1.6161
H 1.5916 -1.2203 0.3914
H -0.0597 0.6734 1.8911
*
```